# 1
A structure of composition C28H20BrIrN4O3S2. Source: the OMol25 dataset; level of theory: wB97M-V/def2-TZVPD.

Computed properties:
⟨S²⟩	8.803
spin multiplicity	6
net charge	+3
orbital gap (spin up / spin down)	6.57 / 3.47	eV

XYZ file:
```
59
C28H20BrIrN4O3S2, DFT wB97M-V/def2-TZVPD
Ir 0.1709 -0.1197 0.0251
N -1.1720 -2.1713 3.5617
C -0.6307 -1.1523 4.3276
C -0.5637 -0.9413 5.6736
C 0.0784 0.2407 6.0641
C 0.6459 1.1759 5.1269
C 0.5767 0.9653 3.7918
C -0.0868 -0.2222 3.3666
N -0.3078 -0.6786 2.1337
C -0.9631 -1.8670 2.2714
C -1.3253 -2.6137 1.1100
C -1.9595 -3.8239 1.0105
S -2.0838 -4.2801 -0.6090
C -1.2900 -2.8408 -1.0885
N -0.9545 -2.0576 -0.1070
H -1.6134 -3.0078 3.9172
H -0.9689 -1.6313 6.4016
H 0.1546 0.4605 7.1219
H 1.1394 2.0573 5.5128
H 1.0129 1.6410 3.0688
H -2.3444 -4.4585 1.7958
H -1.0877 -2.6199 -2.1274
Br 6.7940 3.2243 -1.8639
C 5.9539 1.5524 -1.6845
C 6.6177 0.3796 -2.0360
N 6.0532 -0.8239 -1.9397
C 4.8035 -0.9006 -1.4922
C 4.0732 0.2217 -1.1145
C 4.6713 1.4724 -1.2073
C 2.6883 0.1208 -0.6497
O 2.0739 -0.9915 -0.6259
O 2.0498 1.1658 -0.2833
H 7.6351 0.4151 -2.4052
H 4.3634 -1.8880 -1.4359
H 4.1312 2.3581 -0.9028
O -0.8573 1.7036 -0.6080
S -0.5116 3.1479 -0.2605
C -1.6331 4.1741 -1.1516
C -2.1524 3.7471 -2.3768
C -2.9653 4.6218 -3.0736
C -3.2370 5.8856 -2.5545
C -2.7047 6.2913 -1.3319
C -1.8954 5.4306 -0.6107
C 0.8421 3.5702 -1.3515
C 1.6467 4.6677 -1.0321
C 2.6653 4.9854 -1.8876
C 2.8926 4.2015 -3.0797
C 2.0802 3.1108 -3.3961
C 1.0597 2.7830 -2.5467
H -1.9509 2.7523 -2.7516
H -3.3851 4.3237 -4.0247
H -3.8883 6.5557 -3.0996
H -2.9370 7.2701 -0.9349
H -1.5034 5.7192 0.3576
H 1.4757 5.2478 -0.1339
H 3.3141 5.8252 -1.6735
H 3.7141 4.4693 -3.7335
H 2.2532 2.5390 -4.2970
H 0.4010 1.9516 -2.7592
```

What are the Mulliken partial charges on each atom? They are as follows, in elementary charge units: 1.933 0.029 0.563 -1.007 -0.429 -0.612 -0.659 0.881 -0.468 0.229 0.225 -0.500 0.022 -0.088 0.084 0.254 0.478 0.437 0.466 0.510 0.367 0.442 -0.125 -0.157 -0.123 -0.547 -0.262 0.159 -0.299 0.559 -0.773 -0.842 0.400 0.470 0.669 -0.895 0.170 0.724 -0.233 -0.776 -0.460 -0.670 -0.268 0.919 -0.440 -0.605 -0.425 -0.770 -0.165 0.350 0.437 0.438 0.448 0.492 0.496 0.493 0.514 0.511 0.433

***

# 2
A structure of composition C28H31BCaClCsF3N2O14S in a non-equilibrium geometry. Source: the OMol25 dataset; level of theory: wB97M-V/def2-TZVPD.

Computed properties:
net charge	-1
orbital gap	1.74	eV

XYZ file:
```
83
C28H31BCaClCsF3N2O14S, DFT wB97M-V/def2-TZVPD
C -0.5327 6.1087 3.3780
C -0.9815 5.7746 2.3055
C -1.3608 5.1801 0.9762
C -0.6639 3.7703 0.8457
C -1.6926 2.6052 0.9443
C -1.0003 1.2698 1.1942
C -1.4961 0.1050 0.4917
C -0.8854 -1.1590 0.6263
C 0.2036 -1.2384 1.4905
C 0.6843 -0.1134 2.2182
C 0.0855 1.1312 2.0621
C 1.8973 -0.3122 3.1372
O 1.9680 0.1691 4.2380
C 2.9692 -1.2051 2.5371
C 4.3156 -0.9059 2.6704
C 5.2478 -1.7527 2.0606
C 4.7627 -2.8433 1.3447
C 3.4101 -3.1624 1.2156
C 2.4817 -2.3207 1.8198
C 0.9606 -2.5042 1.7274
O 0.3808 -3.5357 1.8701
H -0.2929 6.1358 4.4265
H -1.0212 5.8539 0.1766
H -2.4536 5.0507 0.9470
H 0.0759 3.7389 1.6624
H -0.0805 3.7480 -0.0881
H -2.1390 2.5277 -0.0595
H -2.4352 2.8861 1.7248
H -2.3580 0.1598 -0.1825
H -1.2427 -2.0819 0.0725
H 0.4870 1.9775 2.6274
H 4.5783 -0.0178 3.2518
H 6.3033 -1.4989 2.1684
H 5.4991 -3.4880 0.8509
H 3.0882 -4.0232 0.6281
C -5.5645 2.7829 -3.8995
C -4.7105 4.0326 -3.9462
O -4.1603 4.1437 -2.6289
S -3.9340 2.6750 -2.0229
O -2.5769 2.3089 -2.2200
O -4.5601 2.6130 -0.7530
O -4.8289 1.8648 -3.0829
H -6.5250 2.9753 -3.4164
H -5.7352 2.3610 -4.8869
H -5.2841 4.9207 -4.1984
H -3.8830 3.9232 -4.6508
Cl 1.2093 -5.6460 0.3895
Ca -2.6083 0.2566 3.1031
C 5.7508 3.4926 0.6923
C 4.8616 2.5366 1.4652
O 5.5059 2.1017 2.6596
H 6.6966 3.0120 0.4383
H 5.2648 3.8218 -0.2281
H 5.9897 4.3724 1.2960
H 4.6429 1.6511 0.8688
H 3.9135 3.0180 1.7302
H 5.6911 2.8808 3.1938
C 0.6799 7.8397 -1.7107
C -0.0582 6.9330 -2.6078
N -0.6367 6.2235 -3.3171
H 1.6353 8.1048 -2.1595
H 0.1014 8.7464 -1.5438
H 0.8596 7.3525 -0.7535
C -2.5154 -5.4050 1.6233
N -3.6685 -5.6031 2.5429
O -4.2837 -4.6088 2.8925
O -3.9139 -6.7371 2.8789
H -2.4193 -4.3415 1.4151
H -1.6238 -5.7800 2.1204
H -2.7237 -5.9649 0.7121
B 0.3360 -7.8080 -4.5122
O 0.6570 -6.4125 -4.9369
C -0.0154 -5.5955 -4.1702
O 0.0091 -4.3887 -4.2404
C -0.8265 -6.3901 -3.1851
O -1.5596 -5.9196 -2.3359
O -0.6307 -7.6576 -3.3759
F 1.4876 -8.4579 -4.0833
F -0.2553 -8.5055 -5.5608
O -3.0382 -9.6083 -2.0289
H -2.2870 -9.0662 -2.2998
Cs -1.8708 -3.4845 -1.1876
F 2.2106 -5.4213 2.5088
```

What are the Mulliken partial charges on each atom? They are as follows, in elementary charge units: 0.011 -0.657 -0.196 -0.572 0.618 -1.408 0.171 0.138 1.242 0.478 0.087 -0.341 -0.547 0.881 -0.719 -0.718 -0.679 -0.478 0.781 -0.414 -0.438 0.407 -0.001 0.318 0.239 0.327 -0.585 0.410 0.356 -1.183 0.552 0.566 0.441 0.357 0.229 -0.347 -0.340 -0.305 1.269 -0.556 -0.568 -0.295 0.289 0.314 0.318 0.290 -0.181 0.272 -1.215 0.011 -0.513 0.310 0.338 0.336 0.301 0.176 0.286 -0.759 0.370 -0.392 0.312 0.261 0.255 -0.411 0.945 -0.571 -0.548 -0.180 0.265 0.454 0.469 -0.404 0.535 -0.658 0.569 -0.665 -0.215 -0.333 -0.342 -0.758 0.329 1.108 -0.500